1.
{"formula": "C73H163N7O12", "method": "ωB97M-V/def2-TZVPD", "symbols": ["C", "C", "C", "C", "C", "C", "C", "C", "C", "N", "O", "H", "H", "H", "H", "H", "H", "H", "H", "H", "H", "H", "H", "H", "H", "H", "H", "H", "H", "H", "C", "C", "C", "C", "C", "C", "C", "C", "C", "N", "O", "H", "H", "H", "H", "H", "H", "H", "H", "H", "H", "H", "H", "H", "H", "H", "H", "H", "H", "H", "C", "C", "C", "C", "C", "C", "C", "C", "C", "N", "O", "H", "H", "H", "H", "H", "H", "H", "H", "H", "H", "H", "H", "H", "H", "H", "H", "H", "H", "H", "C", "C", "C", "C", "C", "C", "C", "C", "C", "N", "O", "H", "H", "H", "H", "H", "H", "H", "H", "H", "H", "H", "H", "H", "H", "H", "H", "H", "H", "H", "C", "C", "C", "C", "C", "C", "C", "C", "C", "N", "O", "H", "H", "H", "H", "H", "H", "H", "H", "H", "H", "H", "H", "H", "H", "H", "H", "H", "H", "H", "C", "C", "C", "C", "C", "C", "C", "C", "C", "N", "O", "H", "H", "H", "H", "H", "H", "H", "H", "H", "H", "H", "H", "H", "H", "H", "H", "H", "H", "H", "C", "C", "C", "C", "C", "C", "C", "C", "C", "N", "O", "H", "H", "H", "H", "H", "H", "H", "H", "H", "H", "H", "H", "H", "H", "H", "H", "H", "H", "H", "C", "C", "O", "H", "H", "H", "H", "H", "H", "C", "C", "O", "H", "H", "H", "H", "H", "H", "C", "C", "O", "H", "H", "H", "H", "H", "H", "C", "C", "O", "H", "H", "H", "H", "H", "H", "C", "C", "O", "H", "H", "H", "H", "H", "H"], "coordinates": [[-1.8894, 6.9321, -4.5008], [-3.2037, 7.2478, -3.8696], [-3.7872, 8.2916, -4.8463], [-4.1648, 6.0526, -4.0064], [-3.9274, 4.9535, -2.9735], [-3.9883, 5.5777, -1.5608], [-2.9687, 6.7305, -1.4413], [-3.0702, 7.3720, -0.1196], [-1.5635, 6.1414, -1.4040], [-3.3100, 7.7121, -2.4783], [-2.4973, 8.8274, -2.4461], [-1.4693, 5.9450, -4.3003], [-2.0545, 6.9539, -5.5932], [-1.1072, 7.6078, -4.2163], [-3.0888, 9.0851, -5.1288], [-4.1540, 7.7807, -5.7445], [-4.6154, 8.8031, -4.3471], [-5.1753, 6.4463, -3.9123], [-4.0369, 5.5803, -4.9767], [-4.7028, 4.2046, -3.1306], [-2.9753, 4.4070, -2.9946], [-3.7825, 4.8668, -0.7275], [-5.0064, 5.9719, -1.3146], [-4.1363, 7.6525, 0.1468], [-2.4085, 8.2271, 0.0236], [-2.8910, 6.6534, 0.6876], [-1.5223, 5.5095, -0.5065], [-0.7520, 6.8491, -1.4012], [-1.3201, 5.3743, -2.1325], [-3.0780, 9.5625, -2.2669], [2.0857, -3.2622, -3.0762], [1.4004, -4.5337, -3.5686], [1.8791, -4.7908, -5.0108], [1.7222, -5.6942, -2.5726], [0.9154, -6.9431, -2.7300], [-0.5684, -6.5644, -2.6360], [-0.9798, -5.4312, -3.5639], [-1.1054, -5.9853, -5.0604], [-2.3279, -4.9875, -3.1076], [-0.0712, -4.2648, -3.3336], [-0.4465, -3.2477, -4.2414], [1.8236, -2.4664, -3.7716], [1.9195, -2.8912, -2.0383], [3.1633, -3.4624, -3.1581], [1.4206, -4.1396, -5.7231], [2.9694, -4.7350, -5.0614], [1.7081, -5.8289, -5.2283], [2.8218, -5.9480, -2.6151], [1.5596, -5.2107, -1.5796], [1.1821, -7.4649, -3.6405], [1.1446, -7.5893, -1.8855], [-0.7399, -6.2031, -1.5881], [-1.2000, -7.4046, -2.8454], [-0.5720, -6.9220, -5.3106], [-0.8772, -5.2605, -5.8562], [-2.1504, -6.3046, -5.1478], [-3.0024, -5.7793, -3.0589], [-2.8003, -4.2401, -3.7799], [-2.3596, -4.5791, -2.0877], [-0.7991, -2.4772, -3.7775], [4.6726, 2.7992, -4.7380], [3.1598, 2.7195, -4.2451], [3.1282, 1.6341, -3.1310], [2.6067, 4.0523, -3.6923], [1.0500, 4.0551, -3.4374], [0.3016, 3.5703, -4.6747], [0.8548, 2.3361, -5.4136], [0.3338, 1.0727, -4.7431], [0.2999, 2.3859, -6.8452], [2.3539, 2.4942, -5.4874], [2.8215, 1.3459, -6.1720], [4.8375, 3.7166, -5.3252], [5.3820, 2.8159, -3.9317], [4.8826, 1.8773, -5.3013], [3.8375, 1.9276, -2.3290], [2.1625, 1.3930, -2.6705], [3.5522, 0.6938, -3.5509], [3.2048, 4.2389, -2.8070], [2.9443, 4.7875, -4.4663], [0.8223, 3.3995, -2.5757], [0.6905, 5.0807, -3.3013], [0.3943, 4.3796, -5.4171], [-0.7997, 3.5227, -4.5275], [0.3637, 1.1135, -3.6476], [0.8256, 0.1626, -5.1193], [-0.6606, 0.7757, -5.0013], [0.8711, 3.1217, -7.4600], [-0.7275, 2.7456, -6.7762], [0.2421, 1.4616, -7.3823], [3.2338, 1.7076, -6.9513], [-3.0926, -3.9780, 6.8489], [-1.7795, -3.7809, 6.0493], [-2.1681, -4.0194, 4.5624], [-1.2573, -2.3920, 6.2584], [-0.5975, -2.0903, 7.6391], [0.5043, -3.1677, 7.7677], [0.0418, -4.6472, 7.6780], [1.3180, -5.4334, 7.5646], [-0.7309, -5.0692, 8.9730], [-0.7229, -4.7910, 6.4265], [-1.3158, -6.0841, 6.3899], [-3.5373, -4.9493, 6.7691], [-3.0185, -3.7114, 7.8870], [-3.8080, -3.2712, 6.4374], [-1.2863, -3.9818, 3.9132], [-2.6341, -4.9924, 4.3507], [-2.8834, -3.2670, 4.2633], [-0.4701, -2.3351, 5.4851], [-2.0364, -1.6676, 5.9608], [-0.1297, -1.1525, 7.6979], [-1.3331, -2.0398, 8.4505], [1.0272, -3.0872, 8.7356], [1.1905, -2.9705, 6.9480], [0.9977, -6.4778, 7.4765], [2.0205, -5.3502, 8.4434], [1.8533, -5.1376, 6.6851], [-1.4632, -4.3077, 9.2772], [-0.1591, -5.0513, 9.9205], [-1.2338, -6.0468, 8.8858], [-0.6619, -6.5574, 5.8471], [3.6527, 3.9332, 0.7088], [4.1540, 5.3380, 1.1816], [5.6703, 5.2712, 1.4983], [3.9094, 6.2776, -0.0476], [2.4544, 6.7272, -0.2680], [1.9041, 7.3320, 1.0640], [2.0762, 6.3141, 2.2778], [1.7390, 7.0137, 3.5512], [0.9793, 5.1237, 2.0857], [3.4240, 5.8509, 2.3087], [3.6297, 4.9651, 3.4493], [3.4572, 3.2224, 1.5376], [2.6850, 4.1659, 0.1724], [4.3529, 3.5855, -0.0495], [5.9441, 6.0224, 2.2084], [5.8533, 4.3155, 2.0042], [6.2479, 5.2498, 0.5727], [4.6070, 7.1290, 0.1649], [4.2713, 5.7732, -0.9312], [2.3122, 7.4241, -1.0708], [1.7834, 5.8673, -0.5182], [0.8299, 7.5342, 0.9457], [2.3712, 8.2626, 1.3757], [2.4621, 7.7761, 3.8190], [1.6403, 6.3407, 4.4270], [0.7600, 7.5272, 3.4865], [1.1633, 4.4672, 1.2555], [-0.0556, 5.4321, 1.9885], [0.9373, 4.4502, 2.9366], [3.0907, 4.1472, 3.3928], [-1.4660, -1.2930, -1.2811], [-1.0302, -0.8848, 0.1758], [-1.3343, -2.0842, 1.0632], [0.4538, -0.5197, 0.3129], [0.7131, 0.8204, -0.3888], [-0.0907, 1.9344, 0.3141], [-1.5902, 1.6570, 0.3381], [-2.2383, 2.4991, 1.4077], [-2.1492, 2.0279, -0.9880], [-1.8609, 0.2204, 0.7460], [-3.2471, -0.0303, 0.6537], [-1.1019, -2.2980, -1.4486], [-2.5359, -1.3466, -1.2969], [-1.1126, -0.7416, -2.1592], [-2.3976, -2.3571, 0.9366], [-0.6816, -2.8459, 0.6779], [-1.1887, -1.8857, 2.1219], [0.7671, -0.4435, 1.3410], [1.0687, -1.3087, -0.1854], [1.7778, 1.0183, -0.3561], [0.4493, 0.7247, -1.4718], [0.1803, 2.8430, -0.1994], [0.2119, 2.0685, 1.3245], [-3.3092, 2.2225, 1.5026], [-2.1651, 3.5428, 1.0609], [-1.7988, 2.4703, 2.3539], [-1.9707, 1.2645, -1.7670], [-1.7713, 2.9592, -1.4671], [-3.2587, 2.1062, -0.9692], [-3.4607, -0.2847, 1.5770], [2.8480, -3.5702, 3.6972], [2.7042, -4.5497, 2.6426], [2.1203, -3.7975, 1.4127], [4.1250, -5.1396, 2.4056], [4.0060, -6.2240, 1.4373], [3.1496, -7.3351, 2.0600], [1.7216, -6.8293, 2.4762], [0.9055, -6.7139, 1.1690], [1.1356, -7.9408, 3.3387], [1.8647, -5.6106, 3.2081], [0.6229, -5.0658, 3.4274], [3.2102, -4.0474, 4.6240], [3.5236, -2.7096, 3.4732], [1.9586, -3.0355, 4.0193], [2.5539, -4.1430, 0.4661], [1.0677, -3.9859, 1.4239], [2.4332, -2.7530, 1.3868], [4.6888, -4.2689, 2.0335], [4.5208, -5.5084, 3.3638], [3.6236, -5.8517, 0.4908], [4.9487, -6.6430, 1.1842], [3.7135, -7.6568, 2.9381], [2.9319, -8.2251, 1.4415], [0.6097, -7.6918, 0.8450], [1.5179, -6.3736, 0.3113], [-0.0029, -6.0955, 1.1411], [1.7516, -8.0075, 4.2087], [1.1426, -8.9822, 2.9788], [0.0702, -7.8345, 3.5450], [0.5345, -4.8366, 4.3956], [4.7049, -0.9362, -0.1850], [6.0842, -1.6169, -0.2071], [6.1524, -2.4858, 0.9773], [4.6545, -0.2964, 0.6992], [3.9071, -1.6468, -0.1962], [4.5119, -0.3354, -1.0734], [6.8760, -0.8271, -0.2323], [6.2245, -2.2268, -1.0936], [7.0866, -2.7842, 0.9912], [-6.2674, 1.3910, -1.5610], [-6.6131, -0.0888, -1.2458], [-5.4536, -0.9046, -1.1067], [-7.1981, 1.9240, -1.6940], [-5.6268, 1.3770, -2.4039], [-5.7433, 1.8868, -0.7277], [-7.1839, -0.4657, -2.1078], [-7.2355, -0.1702, -0.3878], [-4.7633, -0.4318, -0.5727], [-5.5220, -3.1318, 1.9958], [-5.6815, -1.8450, 2.7957], [-4.3768, -1.2800, 3.0932], [-6.4786, -3.6740, 1.9365], [-4.9540, -3.8753, 2.5893], [-5.0111, -3.0846, 1.0347], [-6.1691, -2.1319, 3.7291], [-6.3226, -1.0966, 2.3656], [-4.3749, -0.6353, 3.8153], [3.0790, -0.0294, 3.3831], [2.1793, 1.2057, 3.3811], [2.7043, 2.3061, 4.1257], [3.0410, -0.6755, 4.2570], [4.0865, 0.3766, 3.1987], [2.7911, -0.7144, 2.5569], [1.1953, 1.0471, 3.8681], [2.0459, 1.5124, 2.3399], [3.6116, 2.2568, 4.4263], [-4.1028, 0.8515, -5.8210], [-3.9523, 0.4686, -4.3626], [-4.8454, -0.5840, -4.0094], [-3.6323, 1.8418, -5.9790], [-5.1901, 0.9068, -6.0501], [-3.7559, 0.0980, -6.4953], [-4.1483, 1.4240, -3.7791], [-2.9359, 0.1471, -4.1298], [-4.9115, -0.8017, -3.0748]], "mulliken_charge": [-1.816, 2.132, -2.075, -1.893, 1.374, -1.571, 2.148, -2.142, -0.251, 0.056, -0.501, 0.158, 0.458, 0.427, 0.341, 0.443, 0.518, 0.357, 0.477, 0.389, -0.869, 0.198, 0.393, 0.407, 0.424, 0.310, -0.221, 0.851, -0.933, 0.367, -2.064, 1.845, -1.796, -0.556, -0.964, -1.318, 1.894, -1.791, -2.238, 1.051, -0.626, 0.609, -0.206, 0.521, 0.305, 0.457, 0.403, 0.616, -0.389, 0.537, 0.546, 0.108, 0.488, 0.290, 0.252, 0.531, 0.695, 0.456, 0.171, 0.297, -2.072, 1.763, -1.095, -1.301, 1.939, -2.213, 2.652, -1.571, -2.009, 0.053, -0.494, 0.416, 0.363, 0.495, 0.273, -0.155, 0.497, -0.124, 0.496, -1.446, 0.498, 0.698, -0.041, -0.254, 0.647, 0.558, 0.444, 0.354, 0.371, 0.383, -1.967, 1.830, -1.020, -1.062, -0.952, -1.327, 1.464, -1.641, -1.714, 1.056, -0.688, 0.398, 0.372, 0.435, -0.177, 0.498, 0.132, 0.056, 0.407, 0.552, 0.379, 0.470, 0.250, 0.464, 0.346, 0.171, 0.321, 0.434, 0.276, 0.357, -0.798, 1.706, -1.950, -1.799, 0.647, -1.387, 1.868, -2.145, -1.663, 0.224, -0.577, -0.058, -0.601, 0.713, 0.473, 0.354, 0.403, 0.413, 0.405, 0.747, -0.614, 0.382, 0.369, 0.482, 0.320, 0.368, 0.055, 0.691, 0.543, 0.458, -0.648, 2.328, -2.420, -0.561, 0.594, -0.863, 2.042, -1.623, 0.687, -0.050, 0.443, 0.440, 0.033, -0.557, -0.015, 0.281, 0.731, 0.060, -0.743, 1.214, -0.901, -0.347, 0.283, 0.244, -0.103, 0.527, -0.475, -0.955, -0.243, 0.138, -2.515, 2.168, 0.330, -1.117, -0.062, -1.423, 1.798, -1.435, -2.056, -0.037, 0.452, 0.389, 0.434, 0.376, -0.273, -0.542, -0.324, 0.104, 0.386, -0.129, 0.586, 0.416, 0.438, 0.788, -0.176, -0.030, 0.519, 0.406, 0.306, 0.071, 0.367, -0.683, -0.456, 0.026, -0.255, 0.101, 0.349, 0.359, 0.254, -0.268, -0.744, -0.578, 0.541, -0.305, 0.142, 0.348, 0.437, 0.355, -0.913, -0.307, -0.447, 0.433, 0.170, 0.171, 0.375, 0.407, 0.187, -0.683, 0.823, -0.645, 0.369, 0.348, -0.218, 0.282, -0.519, 0.339, -1.527, 1.930, -0.610, 0.246, 0.443, 0.368, -0.663, -0.442, 0.350], "molar_mass_g_mol": 1331.144, "total_charge": 0, "multiplicity": 1, "smiles": "CC1(C)CCCC(C)(C)N1O.CC1(C)CCCC(C)(C)N1O.CC1(C)CCCC(C)(C)N1O.CC1(C)CCCC(C)(C)N1O.CC1(C)CCCC(C)(C)N1O.CC1(C)CCCC(C)(C)N1O.CC1(C)CCCC(C)(C)N1O.CCO.CCO.CCO.CCO.CCO", "e_lumo_ev": 0.280}

=====

2.
{"formula": "CH6NS", "method": "ωB97M-V/def2-TZVPD", "symbols": ["S", "H", "C", "N", "H", "H", "H", "H", "H"], "coordinates": [[0.9671, 2.9582, 0.6405], [0.4252, 3.2283, 1.8548], [-0.4477, -0.5552, 0.1191], [-0.0504, -1.5161, -0.9423], [-1.5381, -0.5477, 0.1099], [-0.0165, 0.4134, -0.1080], [-0.1741, -0.9983, 1.0751], [-0.0416, -1.0498, -1.8292], [0.8760, -1.9327, -0.9199]], "mulliken_charge": [-0.905, -0.060, -0.429, -0.607, 0.187, 0.144, 0.264, 0.203, 0.203], "molar_mass_g_mol": 64.133, "total_charge": -1, "multiplicity": 1, "relative_energy_kcal_mol": 8.6, "e_lumo_ev": 4.197}